Here is C42H112O14 as an isolated structure in a non-equilibrium geometry from the Open Molecules 2025 dataset. Energies are from ωB97M-V/def2-TZVPD.

energy above the lowest of the compared OMol25 structures with the same formula, charge and spin: 3526.6 kJ/mol
strongest force on any atom: 10.02 eV Å⁻¹
HOMO: -7.728 eV

Atoms and positions in Å:
1 C -3.8175 -2.5476 -0.5363
2 C -2.6850 -2.8775 -1.5527
3 C -2.5356 -1.9132 -2.6958
4 O -1.4417 -2.9345 -0.9041
5 H -3.8506 -3.3637 0.1855
6 H -4.7723 -2.5419 -1.0620
7 H -3.6942 -1.5675 -0.0757
8 H -2.8670 -3.8340 -2.0428
9 H -2.6546 -0.8854 -2.3529
10 H -3.4194 -2.0969 -3.3068
11 H -1.6675 -2.0922 -3.3301
12 H -1.3363 -2.0457 -0.5568
13 C -0.5626 1.1312 0.2798
14 C -0.9880 -0.1283 -0.4890
15 C 0.1865 -0.7691 -1.2545
16 O -1.4382 -1.0864 0.3469
17 H -1.4218 1.6502 0.7047
18 H 0.0223 1.7909 -0.3612
19 H 0.1167 0.8383 1.0803
20 H -1.7614 0.1149 -1.2176
21 H 0.5308 0.0229 -1.9195
22 H -0.1355 -1.6551 -1.8018
23 H 0.9979 -1.1157 -0.6145
24 H -2.0450 -0.6573 0.9546
25 C 0.8761 -2.5929 -4.9454
26 C 1.2709 -1.4800 -3.9910
27 C 0.2226 -0.3993 -3.9343
28 O 1.3538 -2.1553 -2.7780
29 H -0.0787 -3.0571 -4.6984
30 H 1.6232 -3.3727 -5.0936
31 H 0.7979 -2.0714 -5.8993
32 H 2.2158 -1.0429 -4.3136
33 H -0.7714 -0.5287 -3.5060
34 H -0.0515 0.0162 -4.9040
35 H 0.6441 0.3965 -3.3201
36 H 0.7390 -2.8924 -2.7968
37 C -4.0703 0.5022 -0.8672
38 C -5.0971 0.5677 0.2405
39 C -5.6083 -0.7436 0.7606
40 O -4.6168 1.2760 1.3404
41 H -3.6233 1.4316 -1.2198
42 H -4.4786 0.0256 -1.7584
43 H -3.1818 -0.0705 -0.6014
44 H -6.0041 1.0162 -0.1647
45 H -4.7462 -1.1691 1.2742
46 H -5.9080 -1.4070 -0.0507
47 H -6.3865 -0.6163 1.5131
48 H -5.2739 1.9653 1.4620
49 C -2.6338 -1.7106 2.1277
50 C -2.6886 -0.2046 2.5371
51 C -1.5657 0.2961 3.4057
52 O -2.7157 0.5487 1.4135
53 H -2.9076 -2.3669 2.9537
54 H -1.6730 -1.9614 1.6782
55 H -3.3929 -1.9215 1.3745
56 H -3.5974 0.1483 3.0246
57 H -0.5731 -0.0722 3.1463
58 H -1.7720 -0.0383 4.4224
59 H -1.5415 1.3854 3.3743
60 H -3.5925 0.9239 1.3041
61 C 2.4550 3.8240 -2.7550
62 C 1.5571 2.6179 -3.0231
63 C 0.5262 2.4694 -1.9711
64 O 0.8788 2.8582 -4.1666
65 H 2.0140 4.7964 -2.5358
66 H 3.1985 3.9027 -3.5482
67 H 3.1205 3.5533 -1.9353
68 H 2.1684 1.7228 -3.1379
69 H -0.1806 3.2990 -1.9503
70 H 1.0469 2.4360 -1.0141
71 H -0.0592 1.5594 -2.1025
72 H 1.4374 3.0034 -4.9337
73 C 4.7978 -4.0313 -2.0117
74 C 3.4839 -3.2410 -2.0453
75 C 3.2579 -2.2793 -0.8999
76 O 3.3400 -2.5681 -3.2657
77 H 4.7790 -4.8422 -2.7399
78 H 4.9320 -4.4553 -1.0166
79 H 5.6454 -3.3985 -2.2749
80 H 2.6720 -3.9682 -2.0449
81 H 4.0464 -1.5283 -0.9480
82 H 3.2781 -2.8672 0.0178
83 H 2.2974 -1.7662 -0.9483
84 H 2.4340 -2.3001 -3.4355
85 C 2.8011 0.2014 -2.6106
86 C 3.9460 1.1836 -2.1401
87 C 4.4083 0.8021 -0.7331
88 O 5.0119 1.0382 -3.0635
89 H 3.0028 -0.7392 -2.0982
90 H 2.6629 0.0768 -3.6846
91 H 1.8624 0.6554 -2.2928
92 H 3.6319 2.2260 -2.1939
93 H 3.5941 0.8108 -0.0085
94 H 5.2165 1.4545 -0.4025
95 H 4.8287 -0.2027 -0.6911
96 H 5.3384 0.1364 -3.1046
97 C -0.3854 -3.0064 3.7240
98 C 0.6934 -3.1638 2.6961
99 C 0.3871 -2.3337 1.4356
100 O 1.9106 -2.6793 3.1890
101 H -0.1120 -3.5153 4.6484
102 H -1.2847 -3.4812 3.3319
103 H -0.6910 -1.9879 3.9634
104 H 0.9031 -4.2094 2.4708
105 H 1.3060 -2.0586 0.9178
106 H -0.1198 -1.3851 1.6125
107 H -0.1734 -2.9191 0.7067
108 H 1.7489 -1.7355 3.2562
109 C 0.8429 3.4065 4.9480
110 C 0.3857 2.1017 4.3282
111 C 0.3762 2.1439 2.7747
112 O 1.3179 1.0652 4.6179
113 H 1.8964 3.6021 4.7481
114 H 0.7117 3.4765 6.0279
115 H 0.2524 4.1887 4.4709
116 H -0.6005 1.8768 4.7344
117 H -0.2391 2.9597 2.3955
118 H -0.0875 1.2367 2.3871
119 H 1.3937 2.3089 2.4204
120 H 1.1848 0.7539 5.5162
121 C -0.1426 3.9079 0.4423
122 C 0.2363 5.3146 -0.0435
123 C -0.2871 5.6564 -1.4395
124 O -0.3404 6.2410 0.8227
125 H 0.0067 3.7341 1.5080
126 H 0.3733 3.1055 -0.0850
127 H -1.2055 3.7425 0.2663
128 H 1.3175 5.4439 0.0039
129 H -1.3587 5.4894 -1.5491
130 H 0.1501 4.9459 -2.1410
131 H 0.0709 6.6429 -1.7341
132 H 0.0894 6.2261 1.6809
133 C -2.3041 3.2867 1.7762
134 C -3.3195 3.6494 2.8860
135 C -3.4758 2.6557 4.0236
136 O -2.9192 4.8515 3.5040
137 H -1.3197 3.2209 2.2396
138 H -2.3399 4.0315 0.9811
139 H -2.4819 2.3079 1.3308
140 H -4.3012 3.7071 2.4159
141 H -4.1583 2.9837 4.8075
142 H -2.5150 2.5203 4.5202
143 H -3.8302 1.7202 3.5908
144 H -2.7741 5.5139 2.8245
145 C 1.8837 0.1072 1.3191
146 C 2.5194 -0.4882 2.5734
147 C 3.5984 0.3812 3.2336
148 O 1.5296 -0.7102 3.5290
149 H 1.0402 -0.5250 1.0418
150 H 2.5881 0.1370 0.4878
151 H 1.6277 1.1533 1.4878
152 H 3.0140 -1.4209 2.3021
153 H 4.3833 0.5551 2.4976
154 H 4.0317 -0.2278 4.0271
155 H 3.2021 1.3234 3.6122
156 H 1.3532 0.1322 3.9543
157 C 1.0383 -4.8906 -3.4556
158 C 0.0335 -4.5507 -2.3347
159 C 0.5358 -4.5913 -0.9059
160 O -0.4744 -3.2621 -2.5709
161 H 0.5371 -5.1915 -4.3755
162 H 1.6402 -5.7557 -3.1774
163 H 1.7446 -4.0838 -3.6518
164 H -0.7931 -5.2609 -2.3584
165 H -0.3023 -4.3293 -0.2602
166 H 1.3752 -3.9133 -0.7513
167 H 0.8544 -5.5722 -0.5530
168 H -1.1344 -3.0616 -1.9032

---

Here is C42H114N3O18Zr as an isolated structure in a non-equilibrium geometry from the Open Molecules 2025 dataset. Energies are from ωB97M-V/def2-TZVPD.

energy above the lowest of the compared OMol25 structures with the same formula, charge and spin: 0.0 kJ/mol
strongest force on any atom: 6.01 eV Å⁻¹
HOMO: -9.424 eV
net charge: +1

Atoms and positions in Å:
1 Zr -1.5547 -2.8066 -0.6480
2 C -0.4014 -2.8295 4.5969
3 C -1.1950 -4.0591 3.9366
4 C -1.9243 -4.8869 5.0891
5 C -3.1129 -4.2296 5.7115
6 C -4.2423 -4.0210 4.6866
7 C -3.7412 -3.2480 3.3834
8 N -2.3500 -3.6429 2.9708
9 O -1.8886 -3.1664 1.6605
10 C -3.6564 -1.7153 3.7306
11 C -4.8263 -3.5326 2.2740
12 C -0.1760 -5.0986 3.4400
13 H 0.2051 -2.5327 3.7413
14 H 0.3568 -3.1269 5.3214
15 H -1.0921 -2.0147 4.8140
16 H -1.2465 -5.0912 5.9179
17 H -2.1871 -5.8749 4.7110
18 H -2.8536 -3.2673 6.1529
19 H -3.5288 -4.8690 6.4902
20 H -4.7400 -3.2100 5.2183
21 H -4.9988 -4.7972 4.5704
22 H -3.1430 -1.1853 2.9284
23 H -3.2321 -1.4217 4.6907
24 H -4.6550 -1.2791 3.7580
25 H -5.8394 -3.3377 2.6258
26 H -4.7770 -4.6166 2.1709
27 H -4.6648 -2.9598 1.3609
28 H -0.6902 -5.9135 2.9304
29 H 0.3854 -5.5551 4.2553
30 H 0.4448 -4.5996 2.6959
31 C 2.3984 -2.6055 -2.0828
32 C 1.7798 -2.8171 -3.4526
33 C 3.0444 -3.2759 -4.3327
34 C 2.7851 -4.0662 -5.6151
35 C 1.8976 -5.2967 -5.1177
36 C 0.5604 -4.9128 -4.4215
37 N 0.8021 -3.9539 -3.3086
38 O -0.4204 -3.6131 -2.5395
39 C -0.0281 -6.2614 -3.9593
40 C -0.3835 -4.4119 -5.5358
41 C 1.1604 -1.5680 -4.0119
42 H 1.7986 -2.0258 -1.3812
43 H 3.3765 -2.1245 -2.0691
44 H 2.5179 -3.5445 -1.5423
45 H 3.6163 -3.9891 -3.7390
46 H 3.6838 -2.4690 -4.6909
47 H 3.7347 -4.4071 -6.0275
48 H 2.2429 -3.5844 -6.4287
49 H 2.5222 -5.9390 -4.4968
50 H 1.8294 -5.8402 -6.0601
51 H 0.5746 -6.7049 -3.1668
52 H -0.0460 -6.9790 -4.7795
53 H -1.0374 -6.0023 -3.6393
54 H -0.0475 -3.4313 -5.8730
55 H -1.3805 -4.3377 -5.1015
56 H -0.4088 -5.0617 -6.4105
57 H 0.3712 -1.1621 -3.3791
58 H 0.5912 -1.7581 -4.9218
59 H 1.9326 -0.8221 -4.1999
60 C -1.1539 1.5710 -2.2095
61 C 0.1535 1.5517 -1.3324
62 C 0.1182 2.8152 -0.6043
63 C 1.1336 3.0418 0.4943
64 C 1.1957 1.9046 1.5819
65 C 1.1090 0.5138 0.8545
66 N 0.1412 0.5145 -0.2741
67 O -0.4488 -0.8234 -0.6633
68 C 0.7252 -0.4690 2.0079
69 C 2.5880 0.0914 0.4566
70 C 1.3715 1.5381 -2.2678
71 H -2.0866 1.5066 -1.6491
72 H -1.2312 0.9005 -3.0654
73 H -1.3166 2.5367 -2.6880
74 H -0.8538 3.1805 -0.2730
75 H 0.2528 3.6394 -1.3047
76 H 1.0498 3.9766 1.0486
77 H 2.1248 3.0168 0.0416
78 H 0.3590 2.1867 2.2210
79 H 2.1260 1.9956 2.1426
80 H 0.7106 -1.5345 1.7785
81 H -0.2850 -0.2715 2.3667
82 H 1.4130 -0.4436 2.8531
83 H 2.7261 0.3699 -0.5881
84 H 2.7931 -0.9732 0.3446
85 H 3.3785 0.5370 1.0605
86 H 1.1521 2.0043 -3.2283
87 H 1.6504 0.5123 -2.5085
88 H 2.2845 1.9939 -1.8846
89 C 0.3733 1.7415 4.9553
90 O -0.9745 1.2919 4.8862
91 H 0.9941 0.8739 4.7313
92 H 0.6617 2.5554 4.2900
93 H 0.5383 2.2107 5.9252
94 H -0.9770 0.6249 4.1957
95 C 3.8216 0.7937 4.8360
96 O 3.6751 1.8860 5.6858
97 H 3.0419 0.7361 4.0765
98 H 4.7796 0.7314 4.3197
99 H 3.6536 -0.1821 5.2917
100 H 3.2218 1.4990 6.4384
101 C -3.3098 -0.3500 0.5571
102 O -3.3287 -1.5669 -0.1746
103 H -3.2571 0.5516 -0.0532
104 H -4.1314 -0.3123 1.2725
105 H -2.3949 -0.3960 1.1477
106 H -4.2179 -1.5225 -0.5338
107 C 3.9439 -3.7318 0.7709
108 O 2.7157 -3.1545 1.0420
109 H 3.9075 -4.5212 0.0201
110 H 4.6446 -2.9520 0.4729
111 H 4.5155 -4.1210 1.6134
112 H 2.7110 -2.7343 1.9051
113 C 4.2611 4.7437 1.7534
114 O 5.0004 4.6034 0.5284
115 H 5.0415 4.6887 2.5124
116 H 3.7604 5.6464 2.1035
117 H 3.6327 3.8738 1.9446
118 H 5.5409 5.3410 0.2361
119 C -2.6139 5.6236 -2.1998
120 O -2.8652 6.3982 -3.3530
121 H -3.3873 5.9786 -1.5187
122 H -2.6907 4.5641 -2.4440
123 H -1.6476 5.9376 -1.8053
124 H -3.3367 7.1379 -2.9629
125 C -5.2242 2.4102 -2.1599
126 O -5.7133 1.6875 -0.9813
127 H -5.2287 1.8838 -3.1143
128 H -5.9394 3.2042 -2.3751
129 H -4.2833 2.9014 -1.9120
130 H -5.6444 2.2273 -0.1905
131 C 0.5439 -5.0098 0.0193
132 O 0.3848 -3.5699 0.1186
133 H -0.3841 -5.4660 -0.3254
134 H 1.3551 -5.3846 -0.6049
135 H 0.8073 -5.6195 0.8836
136 H 1.2078 -3.3278 0.5496
137 C 3.0592 3.8282 -3.4584
138 O 3.8485 4.7638 -4.1439
139 H 3.6684 2.9597 -3.2078
140 H 2.5934 4.2471 -2.5664
141 H 2.2232 3.4734 -4.0611
142 H 4.4996 5.0875 -3.5171
143 C -0.1395 5.8215 3.7942
144 O -0.9598 6.1607 2.6674
145 H -0.6796 5.1684 4.4796
146 H 0.6250 5.1754 3.3629
147 H 0.3478 6.7069 4.2025
148 H -0.4330 6.7537 2.1267
149 C -3.2105 3.0788 2.3997
150 O -4.4133 2.4570 1.8095
151 H -2.6507 3.4471 1.5400
152 H -3.3981 3.9022 3.0888
153 H -2.6133 2.2986 2.8718
154 H -4.9683 3.2227 1.6441
155 C 5.7948 1.4510 -0.9785
156 O 6.1585 2.2503 0.2037
157 H 6.7087 1.2001 -1.5169
158 H 5.2858 0.5612 -0.6078
159 H 5.2423 1.9745 -1.7588
160 H 5.3712 2.7755 0.3646
161 C -3.3819 3.5605 -5.0821
162 O -3.4587 2.3459 -5.8255
163 H -2.6594 3.4319 -4.2762
164 H -3.0563 4.3452 -5.7651
165 H -4.3587 3.7651 -4.6438
166 H -2.8040 2.4426 -6.5210
167 C -3.2992 -0.9193 -3.0607
168 O -2.5837 -2.0806 -2.6810
169 H -3.3811 -0.1447 -2.2982
170 H -2.6848 -0.4168 -3.8078
171 H -4.2129 -1.1193 -3.6204
172 H -2.2404 -2.3872 -3.5234
173 C 1.9546 6.9817 0.0556
174 O 1.3202 7.4009 1.2409
175 H 2.7120 7.7303 -0.1767
176 H 2.5167 6.0481 0.0285
177 H 1.2830 6.9124 -0.8001
178 H 1.8666 7.3838 2.0301

---

Number 1: frontier orbital gap 7.55 eV. Number 2: frontier orbital gap 5.99 eV.